Record 1
The following is a quantum chemistry calculation of a 3-piece molecular cluster, C17H38N3O3 overall, from the Open Molecules 2025 dataset.

Orbital gap = 3.58 eV
Molar mass = 332.5 g/mol
Charge = -1

Atoms and positions in Å:
1 C -0.979 2.452 -1.651
2 C 0.204 2.431 -2.620
3 C -0.127 1.758 -3.956
4 C -0.114 0.225 -3.909
5 N -1.072 -0.317 -3.013
6 C -0.832 -1.676 -2.708
7 C -0.831 -1.983 -1.182
8 C 0.057 -1.053 -0.355
9 C 1.490 -1.565 -0.138
10 C 2.573 -0.509 -0.304
11 O 2.864 -0.280 -1.675
12 C 4.181 -0.544 -2.083
13 C 5.091 0.664 -1.895
14 H -1.448 1.465 -1.713
15 H -1.699 3.232 -1.923
16 H -0.665 2.659 -0.622
17 H 1.043 1.889 -2.163
18 H 0.558 3.456 -2.797
19 H 0.600 2.083 -4.713
20 H -1.117 2.095 -4.293
21 H 0.941 -0.068 -3.676
22 H -0.241 -0.113 -4.982
23 H -1.608 -2.375 -3.117
24 H 0.127 -2.070 -3.123
25 H -0.525 -3.031 -1.021
26 H -1.864 -1.907 -0.826
27 H 0.068 -0.091 -0.880
28 H -0.394 -0.887 0.627
29 H 1.713 -2.388 -0.828
30 H 1.587 -1.967 0.881
31 H 2.233 0.438 0.134
32 H 3.497 -0.797 0.220
33 H 4.134 -0.829 -3.137
34 H 4.581 -1.408 -1.528
35 H 6.047 0.525 -2.406
36 H 4.596 1.547 -2.305
37 H 5.290 0.848 -0.836
38 C -3.750 2.572 0.473
39 C -3.486 3.929 1.085
40 O -2.651 4.694 0.640
41 N -4.225 4.279 2.185
42 C -5.241 3.502 2.850
43 H -3.082 2.451 -0.372
44 H -3.559 1.771 1.189
45 H -4.784 2.483 0.137
46 H -3.998 5.191 2.548
47 H -6.210 4.007 2.841
48 H -4.975 3.291 3.889
49 H -5.360 2.550 2.342
50 C 0.206 -2.735 5.296
51 C 0.219 -2.846 3.785
52 O -0.493 -2.160 3.080
53 N 1.075 -3.750 3.225
54 C 1.996 -4.640 3.887
55 H -0.522 -1.974 5.557
56 H -0.073 -3.681 5.762
57 H 1.186 -2.447 5.681
58 H 1.034 -3.758 2.216
59 H 3.029 -4.440 3.593
60 H 1.775 -5.687 3.665
61 H 1.927 -4.509 4.963



Record 2
The following is a quantum chemistry calculation of a 2-piece molecular cluster, C6H16N3 overall in a non-equilibrium geometry, from the Open Molecules 2025 dataset.

Orbital gap = 8.77 eV
Molar mass = 130.2 g/mol
Charge = +1
Energy relative to the best compared isomer or geometry (same formula, charge and spin) = 354.0 kJ/mol

Atoms and positions in Å:
1 C 0.845 1.531 0.972
2 C 1.506 1.122 2.199
3 C -2.443 0.758 -1.552
4 C 0.313 -2.046 0.876
5 C 1.091 -1.024 -1.210
6 C -0.726 0.093 0.088
7 N 0.852 2.517 0.398
8 N -1.119 0.891 -1.001
9 N -0.102 -1.202 -0.279
10 H 2.212 1.907 2.641
11 H 0.722 0.963 2.893
12 H 2.066 0.173 2.115
13 H -3.248 0.823 -0.849
14 H -2.644 1.444 -2.319
15 H -2.439 -0.192 -1.993
16 H -0.446 -2.191 1.547
17 H 0.539 -2.997 0.374
18 H 1.261 -1.727 1.345
19 H 0.825 -0.376 -1.957
20 H 1.874 -0.545 -0.702
21 H 1.402 -2.037 -1.454
22 H -1.552 0.239 0.740
23 H 0.258 2.826 -0.374
24 H -0.306 0.855 -1.658
25 H -0.740 -1.805 -0.841



Record 3
The following is a quantum chemistry calculation of C9H22F6N2NaO5P as an isolated structure in a non-equilibrium geometry, from the Open Molecules 2025 dataset.

Orbital gap = 2.34 eV
Molar mass = 406.2 g/mol
Charge = -2
Energy relative to the best compared isomer or geometry (same formula, charge and spin) = 652.0 kJ/mol

Atoms and positions in Å:
1 Na 0.840 1.652 -1.770
2 C 1.728 2.369 -6.789
3 O 1.952 2.709 -7.939
4 O 0.945 1.463 -6.536
5 O 1.863 3.368 -6.128
6 P 7.786 1.239 -0.848
7 F 9.033 2.101 -0.142
8 F 7.610 2.623 -1.827
9 F 8.750 0.638 -1.957
10 F 6.561 0.598 -1.793
11 F 8.146 -0.128 0.038
12 F 6.754 1.838 0.252
13 C 0.988 -0.487 5.004
14 C 0.807 0.513 3.824
15 C 0.877 2.037 4.229
16 O 0.844 2.848 3.105
17 C 0.102 3.985 3.409
18 N 1.735 0.207 2.663
19 H 1.646 -1.336 4.825
20 H 0.112 -0.793 5.576
21 H 1.498 0.051 5.803
22 H -0.180 0.394 3.377
23 H 1.856 2.153 4.695
24 H 0.208 2.347 5.032
25 H 0.539 4.737 4.066
26 H -0.915 3.728 3.704
27 H -0.184 4.533 2.511
28 H 2.141 -0.718 2.678
29 H 2.623 0.681 2.751
30 C -6.000 -1.584 -1.628
31 C -4.476 -1.636 -1.619
32 C -3.741 -2.994 -2.064
33 O -3.965 -3.931 -1.052
34 C -3.993 -5.239 -1.505
35 N -3.983 -0.480 -2.437
36 H -6.247 -2.195 -0.759
37 H -6.454 -2.048 -2.503
38 H -6.320 -0.564 -1.418
39 H -4.287 -1.314 -0.595
40 H -2.727 -2.713 -2.351
41 H -4.145 -3.330 -3.019
42 H -3.077 -5.459 -2.053
43 H -4.860 -5.425 -2.140
44 H -4.031 -5.916 -0.652
45 H -3.784 -0.831 -3.363
46 H -4.574 0.310 -2.654



Record 4
The following is a quantum chemistry calculation of C20H41MoN2OP3 as an isolated structure in a non-equilibrium geometry, from the Open Molecules 2025 dataset.

Orbital gap (spin up / spin down) = 7.01 / 4.09 eV
Molar mass = 514.4 g/mol
Charge = +4
Energy relative to the best compared isomer or geometry (same formula, charge and spin) = 205.6 kJ/mol
2S+1 = 3

Atoms and positions in Å:
1 Mo -0.315 -0.862 -0.552
2 P 0.603 -2.757 -1.757
3 P 1.572 0.433 -0.546
4 P -2.179 0.616 -0.515
5 H 1.824 4.228 -2.058
6 C 0.912 4.061 -2.644
7 C -0.307 4.251 -2.114
8 H -0.434 4.635 -1.094
9 C 1.892 -2.557 -3.036
10 C 1.281 -4.061 -0.671
11 C -0.710 -3.581 -2.716
12 C 1.538 2.081 0.228
13 C 3.042 -0.360 0.204
14 C 2.139 0.846 -2.237
15 C -1.953 2.223 0.322
16 C -3.688 -0.054 0.275
17 C -2.806 1.075 -2.156
18 H 1.052 3.836 -3.708
19 H -1.215 4.154 -2.719
20 H 2.207 -3.553 -3.380
21 H 2.763 -2.021 -2.640
22 H 1.472 -2.000 -3.883
23 H 1.532 -4.941 -1.279
24 H 0.546 -4.342 0.093
25 H 2.182 -3.687 -0.169
26 H -0.286 -4.458 -3.226
27 H -1.092 -2.849 -3.446
28 H -1.530 -3.901 -2.065
29 H 2.571 2.368 0.464
30 H 0.955 2.051 1.156
31 H 1.098 2.820 -0.458
32 H 3.861 0.371 0.231
33 H 3.348 -1.245 -0.370
34 H 2.795 -0.674 1.227
35 H 3.235 0.790 -2.278
36 H 1.817 1.864 -2.487
37 H 1.711 0.166 -2.982
38 H -2.939 2.669 0.515
39 H -1.366 2.897 -0.316
40 H -1.432 2.079 1.277
41 H -4.542 0.561 -0.039
42 H -3.591 -0.023 1.368
43 H -3.857 -1.091 -0.038
44 H -3.902 1.108 -2.126
45 H -2.475 0.327 -2.896
46 H -2.413 2.058 -2.443
47 C -0.576 -0.094 -4.844
48 C -0.129 -0.730 -6.063
49 C 0.425 0.026 -7.081
50 C 0.552 1.418 -6.960
51 C 0.119 2.065 -5.795
52 C -0.432 1.340 -4.755
53 O -1.057 -0.773 -3.874
54 H 0.274 -0.660 0.946
55 H -0.253 -1.810 -6.130
56 H 0.763 -0.474 -7.988
57 H 0.981 2.002 -7.776
58 H 0.211 3.148 -5.691
59 H -0.752 1.816 -3.829
60 N -1.932 -2.800 2.939
61 C -2.421 -3.715 2.008
62 C -2.000 -3.283 0.786
63 N -1.235 -2.120 0.969
64 C -1.243 -1.846 2.273
65 H -2.059 -2.814 3.947
66 H -3.007 -4.575 2.278
67 H -2.164 -3.682 -0.204
68 H -0.758 -0.997 2.744



Record 5
The following is a quantum chemistry calculation of a 2-piece molecular cluster, H8SSi3 overall in a non-equilibrium geometry, from the Open Molecules 2025 dataset.

Orbital gap = 6.14 eV
Molar mass = 124.4 g/mol
Energy relative to the best compared isomer or geometry (same formula, charge and spin) = 274.9 kJ/mol

Atoms and positions in Å:
1 Si -2.166 0.383 0.123
2 Si 2.917 -0.064 -0.929
3 Si -0.975 -1.507 -0.380
4 S 0.693 -1.924 0.686
5 H -2.192 0.870 1.555
6 H -1.578 1.240 -0.922
7 H -3.553 0.351 -0.379
8 H 3.131 1.330 -0.490
9 H 2.272 -0.014 -2.204
10 H 4.188 -0.524 -0.430
11 H -1.914 -2.512 -0.330
12 H -0.461 -1.060 -1.686



Record 6
The following is a quantum chemistry calculation of C17H28N3O6PPtS3 as an isolated structure in a non-equilibrium geometry, from the Open Molecules 2025 dataset.

Orbital gap = 4.76 eV
Molar mass = 692.7 g/mol
Charge = -2
Energy relative to the best compared isomer or geometry (same formula, charge and spin) = 181.0 kJ/mol

Atoms and positions in Å:
1 Pt 0.404 0.397 -0.088
2 C 2.153 0.066 -0.694
3 H 2.714 0.769 -1.326
4 H 2.755 -0.829 -0.476
5 C -1.134 -2.498 2.934
6 C 0.329 -2.211 3.249
7 C 1.220 -2.526 2.066
8 O 0.605 -0.864 3.709
9 P -0.343 0.454 3.766
10 S -1.796 0.260 5.080
11 S -0.888 1.162 1.964
12 O 0.707 1.448 4.480
13 C 2.080 1.758 4.197
14 C 2.942 0.981 5.183
15 C 2.514 1.522 2.762
16 H -1.221 -3.532 2.589
17 H -1.494 -1.826 2.151
18 H -1.751 -2.357 3.818
19 H 0.631 -2.841 4.092
20 H 0.996 -1.857 1.231
21 H 1.057 -3.565 1.755
22 H 2.274 -2.396 2.328
23 H 2.164 2.827 4.411
24 H 2.903 -0.083 4.937
25 H 2.569 1.117 6.200
26 H 3.979 1.326 5.128
27 H 2.395 0.477 2.484
28 H 3.573 1.792 2.655
29 H 1.939 2.125 2.061
30 C -3.015 3.004 -0.282
31 N -1.608 3.331 -0.141
32 C -0.664 3.154 -1.090
33 S 0.942 3.471 -0.674
34 N -1.109 2.836 -2.330
35 C -0.201 2.474 -3.402
36 H -3.451 2.953 0.714
37 H -3.167 2.043 -0.775
38 H -3.536 3.781 -0.856
39 H -1.234 3.365 0.793
40 H -1.984 2.323 -2.351
41 H 0.763 2.935 -3.215
42 H -0.606 2.829 -4.354
43 H -0.060 1.392 -3.455
44 O -2.928 0.634 -2.663
45 C -2.120 -0.168 -2.138
46 O -1.641 -0.160 -0.987
47 C -1.670 -1.297 -3.057
48 C -2.604 -1.929 -3.869
49 C -2.199 -2.866 -4.812
50 C -0.856 -3.122 -5.004
51 C 0.076 -2.453 -4.220
52 C -0.320 -1.586 -3.209
53 N 1.491 -2.630 -4.517
54 O 1.807 -3.444 -5.360
55 O 2.289 -1.964 -3.928
56 H -3.649 -1.674 -3.754
57 H -2.936 -3.376 -5.420
58 H -0.502 -3.812 -5.755
59 H 0.413 -1.142 -2.537